1.
A structure of composition C30H42BrCaClN2P2. Source: the OMol25 dataset; level of theory: ωB97M-V/def2-TZVPD.

Properties
E_LUMO (alpha / beta)	-7.6 / -9.0	eV
charge	+2
gap between HOMO and LUMO (alpha / beta)	6.16 / 4.69	eV
electronic energy	-154335.6408	eV

Geometry as XYZ:
```
79
Properties=species:S:1:pos:R:3:mulliken_charge:R:1
Br 4.950 -5.104 2.668 -0.63
Ca 3.503 -3.677 0.949 1.45
Cl 2.968 -3.749 6.621 -0.14
P 1.466 1.855 -0.526 0.96
P -1.538 0.044 0.936 0.75
N 2.320 -2.809 2.837 -0.26
N -5.591 -1.503 -3.168 -0.52
C -2.841 -1.874 -2.965 0.74
C 0.599 3.492 -0.587 -0.61
C 4.251 2.589 -0.163 -1.43
C 2.117 1.608 -2.233 -0.48
C 1.941 -1.521 2.902 -0.08
C -2.126 0.874 -0.614 0.37
C -3.740 -2.710 -2.278 -0.27
C 1.778 -3.661 -2.454 -0.32
C 2.959 2.163 0.520 -0.75
C -2.898 -1.151 1.339 -0.32
C 3.116 -3.851 -2.034 -0.64
C 1.447 4.758 -0.442 -1.28
C 3.003 -1.711 -0.771 -1.58
C 2.539 -2.856 5.222 0.25
C -3.618 1.100 -0.804 -1.40
C 1.630 -1.609 -1.112 1.58
C 1.962 -0.811 4.109 -0.49
C 1.052 -2.566 -1.960 0.04
C -4.764 -0.767 -3.918 -0.42
C -1.425 -2.010 -2.696 -0.17
C 2.410 2.845 -3.081 -1.44
C -2.658 2.450 2.169 -1.43
C 2.328 -1.475 5.284 -0.48
C -1.633 1.326 2.272 -0.63
C 2.419 -3.515 3.992 -0.59
C 3.581 -2.855 -1.232 -0.63
C -3.375 -0.938 -3.874 -0.33
C -0.311 -2.325 -2.289 -0.39
C -5.113 -2.459 -2.373 -0.47
C -4.133 -0.636 2.083 -1.23
H 2.413 -0.969 6.246 0.45
H -3.692 2.085 2.192 0.30
H -0.144 3.452 0.233 0.25
H 3.014 0.975 -2.160 0.36
H 1.029 -0.749 -0.782 -0.12
H 0.770 5.626 -0.455 0.42
H 3.687 -4.734 -2.336 0.50
H 4.176 3.568 -0.651 0.24
H -3.787 1.543 -1.794 0.46
H 1.996 4.780 0.511 0.27
H -5.211 0.000 -4.572 0.38
H -4.047 1.791 -0.069 0.28
H 1.577 -1.060 1.975 0.44
H 0.032 3.525 -1.532 0.50
H 3.240 3.449 -2.685 0.23
H 2.707 2.516 -4.087 0.44
H 1.313 -4.325 -3.189 0.59
H 3.122 1.211 1.052 0.35
H -1.748 0.231 -1.423 -0.02
H 1.528 3.488 -3.193 0.33
H -0.617 1.758 2.293 0.41
H 1.354 0.989 -2.737 0.43
H -2.524 3.067 1.273 0.30
H -4.771 -1.498 2.333 0.43
H -3.186 -1.642 0.393 -0.02
H -2.540 3.115 3.036 0.44
H -2.735 -0.356 -4.538 0.48
H -3.376 -3.543 -1.679 0.52
H -4.741 0.048 1.471 0.23
H 2.161 4.888 -1.271 0.26
H 4.597 1.861 -0.903 0.29
H 5.041 2.678 0.594 0.45
H 1.703 0.251 4.110 0.40
H 3.501 -0.963 -0.141 0.70
H 2.530 -4.594 3.908 0.63
H -1.578 1.826 -0.690 -0.06
H -1.768 0.779 3.218 0.68
H -5.821 -3.041 -1.777 0.38
H -3.870 -0.134 3.025 0.31
H -4.187 0.164 -0.782 0.16
H 2.677 2.901 1.284 0.60
H -2.400 -1.918 1.961 0.59
```

2.
The molecule C4H6O5. Source: the OMol25 dataset; level of theory: ωB97M-V/def2-TZVPD.

Properties
E_LUMO (alpha / beta)	-0.8 / 0.5	eV
gap between HOMO and LUMO (alpha / beta)	6.41 / 8.54	eV
electronic energy	-14478.7302	eV

Geometry as XYZ:
```
15
Properties=species:S:1:pos:R:3:mulliken_charge:R:1
O -2.822 0.796 -0.766 -0.63
O -0.571 1.793 0.662 -0.49
O 1.470 -0.753 0.127 -0.32
O -2.026 -1.282 -0.745 -0.47
O 2.689 0.613 -1.417 -0.42
C -0.653 0.501 0.085 0.12
C 0.268 -0.540 0.881 -0.29
C 1.776 0.442 -0.445 0.06
C -1.907 0.030 -0.491 0.54
H 0.655 0.033 1.867 0.26
H 2.851 -0.126 -1.928 0.33
H -2.680 -1.415 -1.406 0.34
H 1.733 1.284 0.195 0.36
H -1.313 2.100 0.222 0.27
H -0.237 -1.493 0.890 0.35
```

3.
A structure of composition C2H4N2O2. Source: the OMol25 dataset; level of theory: ωB97M-V/def2-TZVPD.

Properties
E_LUMO	0.6	eV
gap between HOMO and LUMO	10.94	eV
electronic energy	-9212.9860	eV

Geometry as XYZ:
```
10
Properties=species:S:1:pos:R:3:mulliken_charge:R:1
O 0.549 0.363 1.483 -0.64
O -2.735 -0.027 -0.801 -0.51
N -0.475 -0.107 -0.551 -0.14
N 1.891 -0.170 -0.037 -0.57
C 0.630 0.018 0.246 0.57
C -1.771 0.120 -0.093 0.07
H -0.373 -0.403 -1.513 0.20
H 2.268 -0.413 -0.943 0.17
H 1.820 0.188 1.246 0.52
H -1.803 0.431 0.962 0.33
```

4.
A structure of composition C36H31CdN5S. Source: the OMol25 dataset; level of theory: ωB97M-V/def2-TZVPD.

Properties
E_LUMO	0.0	eV
gap between HOMO and LUMO	6.81	eV
electronic energy	-60687.0470	eV

Geometry as XYZ:
```
74
Properties=species:S:1:pos:R:3:mulliken_charge:R:1
Cd -0.657 -0.716 -1.432 1.25
S -2.485 0.780 -1.012 -0.52
N -2.455 3.340 -0.280 -0.42
N 0.304 -2.538 -0.713 0.11
N 1.712 -0.358 -1.432 -0.88
N -1.937 -2.553 -2.223 -0.27
N -2.446 1.809 1.460 -0.33
C 2.054 4.520 -1.558 -0.91
C -3.796 -3.644 -3.238 -0.77
C 0.886 0.073 4.427 -0.85
C 3.655 1.028 -1.327 -0.79
C -1.453 -3.747 -1.792 0.30
C 3.154 -2.667 1.695 -1.21
C -0.595 -1.388 3.238 -1.31
C -2.139 4.455 0.607 -0.41
C -3.055 -2.498 -2.904 -0.06
C 1.395 3.767 -0.598 -0.04
C 3.431 -0.813 0.206 1.73
C 1.964 -3.032 1.038 -0.13
C 0.091 -1.065 4.398 -0.66
C 0.508 1.452 0.956 -1.18
C 2.217 -1.140 -0.433 0.44
C 4.146 0.305 -0.280 -0.85
C -0.081 2.908 -2.273 -0.25
C 2.407 0.667 -1.865 -0.55
C 1.651 4.468 -2.884 -0.52
C 0.991 0.875 3.302 -0.65
C 0.574 3.665 -3.234 -1.07
C -2.104 -4.954 -2.125 1.20
C 0.298 -5.001 -0.709 -0.64
C 0.286 0.577 2.135 0.29
C -0.353 -6.193 -1.075 -0.96
C -0.496 -0.576 2.117 0.16
C 3.894 -1.595 1.290 -1.07
C -1.874 2.076 0.153 0.81
C 1.472 -2.312 -0.034 0.28
C 0.327 2.933 -0.936 0.07
C -0.230 -3.752 -1.008 -0.56
C -1.543 -6.194 -1.744 -0.98
C -3.310 -4.861 -2.856 -0.61
C -2.699 4.160 1.990 -0.97
C -2.155 2.822 2.467 -0.33
C -0.324 2.097 0.123 0.67
H -3.788 4.109 1.930 0.35
H 1.394 -3.865 1.423 0.69
H 1.622 1.757 3.326 0.43
H -2.421 4.952 2.688 0.44
H 1.431 0.333 5.325 0.41
H -3.837 -5.773 -3.110 0.41
H -4.718 -3.547 -3.794 0.38
H 1.569 1.600 0.764 0.51
H -2.205 3.541 -1.235 0.39
H -2.051 -7.115 -2.001 0.37
H -0.903 2.267 -2.564 0.43
H -2.586 5.358 0.190 0.57
H 5.086 0.570 0.189 0.42
H 1.701 3.835 0.439 0.38
H -1.207 -2.280 3.194 0.47
H -2.222 0.880 1.774 0.32
H 1.970 1.258 -2.659 0.79
H 4.819 -1.325 1.784 0.42
H -1.077 2.926 2.671 0.13
H 0.013 -1.698 5.273 0.42
H -2.632 2.516 3.398 0.46
H 0.110 -7.133 -0.802 0.37
H -1.053 4.635 0.689 0.13
H 2.160 5.058 -3.636 0.42
H -1.037 -0.857 1.220 0.66
H 1.243 -5.074 -0.195 0.62
H 4.180 1.883 -1.729 0.42
H 0.243 3.621 -4.264 0.42
H -3.395 -1.512 -3.203 0.40
H 2.877 5.160 -1.265 0.44
H 3.481 -3.259 2.542 0.38
```